1.
Density functional theory data (the ωB97M-V functional and the def2-TZVPD basis) for a 3-piece molecular cluster, C15H35NO12S3 overall in a non-equilibrium geometry.

Last column: Löwdin charge in e.
Positions of all 66 atoms, in Å:
O (3.855, -2.613, -1.214)  0.1130
C (2.723, -2.313, -1.180)  -0.6609
O (1.899, -2.612, -0.123)  -0.4329
S (2.728, -2.868, 1.326)  0.8935
N (2.085, -1.670, -2.222)  0.0056
C (2.714, -0.387, -2.526)  -0.1368
C (2.692, 0.647, -1.383)  -0.1522
C (2.771, 2.068, -1.949)  -0.1808
C (3.796, 2.932, -1.233)  -0.2634
O (5.099, 2.711, -1.772)  -0.0705
C (0.647, -1.565, -2.011)  -0.1850
O (0.049, -0.990, -3.152)  -0.0411
C (-1.320, -1.036, -3.062)  -0.2715
O (-1.787, -0.102, -2.128)  -0.0772
C (-3.055, 0.429, -2.442)  -0.2007
C (-3.941, 0.517, -1.238)  -0.2431
O (-3.254, 1.111, -0.146)  -0.0500
H (2.289, -1.807, 2.034)  -0.1107
H (2.300, 0.064, -3.412)  0.1166
H (3.749, -0.596, -2.753)  0.1248
H (1.838, 0.554, -0.729)  0.1146
H (3.604, 0.513, -0.810)  0.1087
H (1.808, 2.567, -1.916)  0.1159
H (3.059, 2.058, -2.991)  0.1118
H (3.793, 2.742, -0.162)  0.1142
H (3.594, 3.975, -1.412)  0.1107
H (5.205, 1.755, -1.864)  0.0751
H (0.380, -0.997, -1.125)  0.1298
H (0.259, -2.571, -1.882)  0.1381
H (-1.665, -2.028, -2.754)  0.1407
H (-1.707, -0.865, -4.059)  0.1359
H (-2.945, 1.421, -2.869)  0.1312
H (-3.577, -0.192, -3.162)  0.1229
H (-4.340, -0.460, -0.972)  0.1206
H (-4.762, 1.181, -1.489)  0.1056
H (-3.909, 1.192, 0.555)  0.0825
C (8.342, -3.156, 6.007)  -0.0740
C (7.988, -2.034, 5.050)  -0.2556
O (7.764, -2.510, 3.710)  -0.2631
S (6.368, -3.212, 3.394)  0.5619
C (6.502, -3.190, 1.638)  -0.1259
O (5.310, -2.336, 3.801)  -0.2915
O (6.415, -4.565, 3.850)  -0.2715
H (7.494, -3.822, 6.165)  0.0713
H (8.638, -2.747, 6.973)  0.0802
H (9.159, -3.757, 5.608)  0.0843
H (7.118, -1.474, 5.397)  0.1135
H (8.818, -1.333, 4.978)  0.1206
H (6.514, -2.158, 1.299)  0.0784
H (5.634, -3.707, 1.236)  0.0478
H (7.414, -3.707, 1.353)  0.0769
C (-10.163, 4.326, -1.300)  -0.0723
C (-9.218, 4.235, -0.118)  -0.2511
O (-9.235, 2.930, 0.495)  -0.2623
S (-8.435, 1.760, -0.227)  0.5654
C (-8.463, 0.617, 1.113)  -0.1201
O (-7.090, 2.196, -0.456)  -0.2817
O (-9.224, 1.241, -1.297)  -0.2681
H (-9.821, 3.706, -2.129)  0.0720
H (-10.229, 5.356, -1.651)  0.0817
H (-11.159, 3.980, -1.023)  0.0850
H (-8.198, 4.501, -0.402)  0.1142
H (-9.530, 4.929, 0.660)  0.1215
H (-7.900, 1.035, 1.943)  0.0746
H (-7.999, -0.303, 0.763)  0.0762
H (-9.496, 0.433, 1.394)  0.0762

Forces on atoms 1 to 6 (eV/Å):
O 2.706 -0.432 0.248
C -1.313 0.079 -0.385
O -0.092 0.333 0.458
S 0.067 -0.480 0.227
N -1.451 0.504 0.358
C 0.474 0.337 0.256

Values from the calculation:
* 2S+1: 1
* relative energy (zero: lowest compared OMol25 entry of this formula, charge and spin): 0.0 kJ/mol
* HOMO: -9.382 eV
* orbital gap: 9.76 eV

2.
Density functional theory data (the ωB97M-V functional and the def2-TZVPD basis) for C32H25BN7O2W as an isolated structure in a non-equilibrium geometry.

Last column: Mulliken spin population.
Positions of all 68 atoms, in Å:
W (0.748, 0.382, -0.274)  1.4907
C (3.095, 2.728, -1.306)  0.0026
O (2.728, 1.650, -0.419)  0.0036
C (3.600, 1.346, 0.613)  -0.0222
C (4.639, 2.153, 1.025)  0.0075
C (5.460, 1.697, 2.051)  -0.0070
C (5.248, 0.458, 2.640)  0.0035
C (4.196, -0.341, 2.223)  -0.0071
C (3.364, 0.122, 1.221)  0.0065
N (2.236, -0.566, 0.716)  -0.0013
N (2.160, -1.836, 0.860)  0.2247
C (1.222, -2.453, 0.089)  0.0108
C (0.764, -1.942, -1.162)  -0.0316
O (1.284, -0.831, -1.716)  0.0569
C (-0.138, -2.701, -1.950)  0.0060
C (-0.556, -3.916, -1.537)  0.0261
C (-0.102, -4.497, -0.309)  0.0037
C (-0.523, -5.779, 0.085)  0.0075
C (-0.072, -6.329, 1.258)  -0.0062
C (0.807, -5.604, 2.075)  0.0081
C (1.221, -4.344, 1.714)  -0.0068
C (0.786, -3.776, 0.506)  0.0249
H (4.126, 2.589, -1.624)  0.0011
H (2.960, 3.681, -0.802)  -0.0002
H (2.433, 2.662, -2.163)  -0.0023
H (4.819, 3.116, 0.571)  0.0005
H (6.276, 2.325, 2.387)  -0.0003
H (5.903, 0.113, 3.429)  -0.0002
H (4.006, -1.311, 2.662)  0.0008
H (-0.454, -2.278, -2.894)  0.0002
H (-1.240, -4.485, -2.155)  0.0007
H (-1.206, -6.326, -0.554)  0.0001
H (-0.394, -7.318, 1.555)  -0.0002
H (1.155, -6.039, 3.003)  0.0004
H (1.887, -3.781, 2.352)  0.0008
B (0.288, 3.899, 0.652)  0.0121
N (0.053, 2.759, 1.686)  -0.0030
C (-0.355, 2.951, 2.939)  0.0196
C (-0.158, 1.787, 3.672)  0.0015
C (0.396, 0.907, 2.765)  0.0249
N (0.527, 1.498, 1.565)  -0.0027
N (-0.099, 3.385, -0.782)  -0.0115
C (-0.542, 4.114, -1.803)  0.0137
C (-0.622, 3.319, -2.946)  0.0042
C (-0.194, 2.077, -2.531)  0.0190
N (0.117, 2.132, -1.216)  0.0648
H (-0.445, 4.811, 0.929)  0.0002
H (1.462, 4.211, 0.653)  0.0000
H (-0.747, 3.909, 3.242)  0.0014
H (-0.389, 1.616, 4.709)  0.0008
H (0.688, -0.122, 2.900)  0.0040
H (-0.766, 5.160, -1.661)  0.0013
H (-0.946, 3.614, -3.929)  0.0007
H (-0.101, 1.153, -3.077)  -0.0011
N (-8.752, -0.112, -3.013)  0.0042
C (-7.686, -0.119, -2.583)  -0.0017
C (-6.344, -0.126, -2.052)  0.0092
C (-5.638, -1.322, -1.971)  -0.0045
C (-4.345, -1.325, -1.482)  0.0174
C (-3.748, -0.133, -1.068)  0.0366
C (-4.470, 1.064, -1.139)  0.0200
C (-5.763, 1.068, -1.630)  -0.0053
C (-2.391, -0.111, -0.606)  0.1326
C (-1.243, -0.110, -0.199)  -0.1599
H (-6.107, -2.242, -2.294)  -0.0002
H (-3.788, -2.251, -1.412)  -0.0010
H (-4.006, 1.981, -0.803)  0.0006
H (-6.328, 1.988, -1.688)  -0.0002

Forces on atoms 1 to 6 (eV/Å):
W -0.813 1.691 0.019
C -0.001 -0.028 -0.033
O -0.020 -0.259 0.043
C 0.008 0.250 -0.123
C 0.067 0.026 0.040
C -0.024 0.001 -0.023

Values from the calculation:
* 2S+1: 3
* relative energy (zero: lowest compared OMol25 entry of this formula, charge and spin): 77.6 kJ/mol
* charge: +1
* HOMO (spin up / spin down): -10.628 / -11.221 eV
* orbital gap (spin up / spin down): 6.28 / 6.61 eV

3.
Density functional theory data (the ωB97M-V functional and the def2-TZVPD basis) for a single C5H4S molecule in a non-equilibrium geometry.

Last column: Löwdin charge in e.
Positions of all 10 atoms, in Å:
C (3.200, 1.341, -0.459)  0.1138
C (2.057, 0.986, -0.308)  -0.1320
C (0.751, 0.373, -0.169)  -0.0286
C (-0.461, 0.070, -0.079)  -0.0938
C (-1.650, -0.902, -0.285)  -0.5616
S (-2.445, -1.006, 1.325)  0.6826
H (4.215, 1.516, -0.308)  0.0190
H (-2.235, -0.518, -1.048)  0.0277
H (-1.364, -2.078, -0.355)  0.1197
H (-2.067, 0.219, 1.685)  -0.1468

Forces on atoms 1 to 6 (eV/Å):
C -1.511 -0.576 0.551
C -1.874 -1.299 0.192
C -1.477 1.080 -0.027
C 3.008 -1.807 -1.609
C 3.364 -1.612 2.509
S -0.821 0.196 0.609

Values from the calculation:
* 2S+1: 1
* relative energy (zero: lowest compared OMol25 entry of this formula, charge and spin): 314.0 kJ/mol
* HOMO: -9.225 eV
* orbital gap: 9.41 eV

Q: Look up the relative energy (zero: lowest compared OMol25 entry of this formula, charge and spin) of the first one.
A: 0.0 kJ/mol

Q: What is the formula in the first record?
A: C15H35NO12S3

Q: Number 2 is which compound?
A: C32H25BN7O2W